Record 1
Molecular formula: C22H64FN10O6P4
Method: DFT, ωB97M-V/def2-TZVPD

Geometry as ORCA input:
```
! RIJCOSX wB97M-V def2-TZVPD def2/J DEFGRID3
* xyz -1 1
C -5.8194 -3.9796 7.4527
C -4.2580 -4.3208 7.7648
O -4.1513 -5.5863 8.4594
C -3.5061 -3.1025 8.4493
N -2.0666 -3.2693 8.7178
C -1.2531 -3.7233 7.5797
C -0.7628 -2.5201 6.5951
O -1.9356 -2.0079 5.9982
P -1.8015 -1.0465 4.5792
C 0.0063 -0.4706 4.9039
C 0.2859 0.7136 3.8414
O 0.7741 0.4278 2.7432
F -0.0948 2.0599 4.1948
C -3.6679 -1.4268 4.2285
C -4.6765 -0.3680 4.8725
N -4.5875 1.0004 4.2914
N -6.0838 -0.8677 4.5773
N -4.5833 -0.2311 6.3624
P -1.1350 -2.7707 3.3066
C -1.8424 -2.6007 1.5625
O -1.8608 -4.1879 4.0236
H -6.0558 -4.5807 6.4971
H -5.9639 -2.8623 7.2150
H -6.4813 -4.3398 8.3037
H -3.7939 -4.4789 6.7195
H -4.6171 -6.2206 7.8648
H -4.0247 -2.9253 9.4679
H -3.6539 -2.1154 7.8757
H -1.8634 -3.7631 9.5953
H -0.2629 -4.1231 8.0260
H -1.6698 -4.5803 6.9584
H -0.2077 -1.8082 7.3180
H 0.0056 -3.0304 5.9274
H -1.7792 -0.2722 3.3642
H -2.2342 0.1634 5.2856
H 0.1764 0.0155 5.9243
H 0.8032 -1.2585 4.6464
H -3.8592 -1.4270 3.0986
H -3.9469 -2.4810 4.6053
H -3.7613 1.5120 4.6365
H -5.3927 1.5403 4.6644
H -6.6859 -0.3568 5.2497
H -6.0817 -1.8397 4.9331
H -5.2915 -0.7769 6.8623
H -4.5857 0.7567 6.6560
H -1.2191 -3.1973 0.8033
H -2.8980 -3.0681 1.5272
H -1.9385 -1.4976 1.2512
H -1.2032 -4.9070 4.0769
O 2.0404 1.7426 -2.2520
P 1.9503 3.2624 -2.0017
N 3.6636 3.4817 -2.0017
C 4.5232 2.6625 -1.1539
C 4.2095 3.4579 -3.3598
N 1.2694 3.1474 -0.4426
C 1.9693 3.3707 0.8047
C 0.2673 2.0990 -0.2501
N 1.7781 5.0340 -1.7845
C 0.8793 5.5964 -2.7985
C 2.8595 5.9766 -1.5287
H 5.5708 2.9594 -1.2735
H 4.4471 1.5928 -1.3781
H 4.3085 2.8132 -0.0990
H 3.6562 4.1511 -4.0053
H 4.1433 2.4606 -3.8056
H 5.2547 3.7815 -3.3742
H 2.5342 2.4860 1.1168
H 1.2618 3.6063 1.6061
H 2.6499 4.2219 0.7583
H 0.7353 1.1252 -0.0669
H -0.3740 2.0112 -1.1302
H -0.3887 2.3303 0.5939
H 1.3600 5.6217 -3.7832
H 0.5596 6.6086 -2.5352
H -0.0273 4.9864 -2.8797
H 3.4805 6.1522 -2.4149
H 3.5048 5.6583 -0.7109
H 2.4438 6.9422 -1.2179
O 4.4114 -0.5990 -7.0217
P 2.9853 -0.8637 -7.5428
N 3.3103 -0.1973 -9.1030
C 3.8932 1.1323 -9.2429
C 4.0853 -1.1229 -9.9317
N 2.2008 0.2120 -6.4756
C 1.6755 1.5127 -6.8234
C 2.7109 0.2495 -5.1045
N 1.3349 -1.2649 -8.1154
C 1.0320 -2.6810 -7.8763
C 0.7434 -0.8570 -9.3832
H 4.0059 1.3896 -10.3016
H 4.8767 1.2180 -8.7674
H 3.2416 1.9017 -8.8361
H 3.6126 -2.1122 -9.9421
H 5.1079 -1.2443 -9.5565
H 4.1293 -0.7848 -10.9714
H 2.4595 2.2792 -6.8290
H 0.9156 1.8266 -6.0998
H 1.1744 1.5189 -7.7919
H 3.5979 0.8883 -5.0242
H 2.9791 -0.7529 -4.7646
H 1.9532 0.6228 -4.4104
H 1.5823 -3.3259 -8.5707
H -0.0375 -2.8856 -7.9761
H 1.3167 -2.9611 -6.8561
H 1.1647 -1.4014 -10.2363
H 0.8489 0.2115 -9.5678
H -0.3356 -1.0486 -9.3673
*
```

Output
Total energy = -90902.42561 eV
HOMO-LUMO gap = 4.0 eV
E_HOMO = -3.5122 eV
Max |F| = 7.49 eV Å⁻¹
M = 707.712 g/mol

=====

Record 2
Molecular formula: C43H42BrN8OSTeZn
Method: DFT, ωB97M-V/def2-TZVPD

Geometry as ORCA input:
```
! RIJCOSX wB97M-V def2-TZVPD def2/J DEFGRID3
* xyz 0 2
Zn 1.1428 -2.0943 -0.3714
Br 1.7447 -5.2442 -0.3677
C 3.1701 -4.8988 0.8476
C 3.8889 -5.9919 1.2366
C 4.9702 -5.8394 2.1241
C 5.2893 -4.5952 2.5754
C 4.5504 -3.4558 2.1738
C 4.9328 -2.1817 2.6545
C 4.2515 -1.0750 2.2534
C 3.1513 -1.2071 1.3820
C 2.6890 -2.4112 0.8972
C 3.4357 -3.5697 1.2877
H 3.6289 -6.9685 0.8559
H 5.5401 -6.7063 2.4287
H 6.1246 -4.4505 3.2493
H 5.7804 -2.1122 3.3257
H 4.5453 -0.0917 2.5995
H 2.6556 -0.2939 1.0768
N -1.6113 -2.5536 3.5599
C -0.5274 -3.2618 4.0304
C 0.2024 -3.5923 2.9307
N -0.4085 -3.1067 1.8021
C -1.4874 -2.4820 2.2114
C -2.3632 -1.7688 1.3007
N -1.9504 -1.3507 0.1326
C -3.0268 -0.7348 -0.4451
C -4.1057 -0.7940 0.3871
N -3.6726 -1.4607 1.5071
H -2.2756 -2.0535 4.1280
H -0.3792 -3.4472 5.0773
H 1.1302 -4.1325 2.8720
H -2.9549 -0.2709 -1.4124
H -5.1064 -0.4151 0.3004
H -4.2403 -1.7119 2.2981
C -1.9206 -0.7032 -5.2389
C -1.0729 -1.9747 -5.2499
C -0.9571 -2.5625 -3.8814
N -0.0789 -2.1902 -3.0310
N -0.1766 -2.8272 -1.8283
C -1.1977 -3.6410 -1.7601
N -1.6255 -4.2622 -0.6442
S -2.0660 -3.7517 -3.2539
H -1.9650 -0.2593 -6.2323
H -1.4929 0.0271 -4.5527
H -2.9406 -0.9139 -4.9154
H -0.0618 -1.7556 -5.5953
H -1.4992 -2.7114 -5.9330
H -1.0899 -4.0853 0.1999
H -2.0578 -5.1667 -0.7376
C -5.3210 5.5336 0.1026
C -4.1022 4.6592 0.0009
C -3.1839 4.8185 -1.0252
C -2.0544 4.0100 -1.1309
C -1.1131 4.2506 -2.2847
C -1.8259 3.0162 -0.1701
Te 0.0657 1.8204 -0.5246
N 0.9822 -0.0902 -0.8927
C 1.9024 -0.1726 -1.8449
O 2.4967 -1.2579 -2.0298
C 2.2494 0.9879 -2.7243
C 3.5040 1.5771 -2.6342
C 3.8225 2.6591 -3.4402
C 2.8990 3.1444 -4.3561
C 1.6538 2.5418 -4.4653
C 1.3296 1.4691 -3.6478
C 0.4049 1.6255 1.5510
C 0.4346 0.3619 2.1243
C 0.6539 0.2012 3.4826
C 0.8323 1.3225 4.2789
C 0.8088 2.5842 3.7043
C 0.6043 2.7621 2.3368
C 0.6046 4.1505 1.7604
C -2.7573 2.8203 0.8552
C -2.6126 1.7647 1.9170
C -3.8716 3.6516 0.9258
H -5.2860 6.3421 -0.6258
H -5.4061 5.9773 1.0953
H -6.2326 4.9612 -0.0777
H -3.3457 5.5937 -1.7668
H -1.4987 5.0404 -2.9283
H -0.9799 3.3560 -2.8976
H -0.1184 4.5437 -1.9432
H 4.2237 1.1801 -1.9291
H 4.7967 3.1232 -3.3577
H 3.1522 3.9852 -4.9881
H 0.9343 2.9073 -5.1869
H 0.3586 0.9905 -3.7250
H 0.3014 -0.5082 1.4941
H 0.7106 -0.7946 3.9042
H 1.0081 1.2181 5.3416
H 0.9642 3.4583 4.3248
H 0.8499 4.8821 2.5286
H -0.3705 4.4090 1.3402
H 1.3369 4.2381 0.9550
H -2.1468 0.8632 1.5253
H -3.5945 1.5067 2.3162
H -1.9925 2.1163 2.7449
H -4.5837 3.5002 1.7316
*
```

Output
Total energy = -195829.81623 eV
HOMO-LUMO gap (alpha / beta) = 6.3 / 7.1 eV
<S²> = 0.759
E_HOMO (alpha / beta) = -6.2678 / -7.2989 eV
Max |F| = 0.58 eV Å⁻¹
ΔE to the lowest compared entry with this formula, charge and spin = 5.4 kcal per mole
M = 991.825 g/mol

=====

Record 3
Molecular formula: C7H6
Method: DFT, ωB97M-V/def2-TZVPD

Geometry as ORCA input:
```
! RIJCOSX wB97M-V def2-TZVPD def2/J DEFGRID3
* xyz 0 1
C 0.8658 -1.1085 1.2210
C -0.0858 -2.0477 0.8189
C 0.7749 0.1306 0.6443
C -0.4890 -0.2082 -0.5853
C -0.8883 -1.4653 -0.2445
C 0.1887 0.9390 -0.3133
C 0.0879 2.3102 -0.8833
H 1.4236 -1.4369 2.1620
H -0.1066 -3.0792 1.2457
H -1.8006 -1.8854 -0.7325
H 0.2932 3.0998 -0.1982
H -0.8888 2.3806 -1.3011
H 0.6250 2.3709 -1.8336
*
```

Output
SMILES = Cc1c2cccc1-2
Total energy = -7351.75963 eV
HOMO-LUMO gap = 9.6 eV
E_HOMO = -8.5320 eV
Max |F| = 2.76 eV Å⁻¹
ΔE to the lowest compared entry with this formula, charge and spin = 40.1 kcal per mole
M = 90.125 g/mol

=====

Record 4
Molecular formula: C5H4OS2
Method: DFT, ωB97M-V/def2-TZVPD

Geometry as ORCA input:
```
! RIJCOSX wB97M-V def2-TZVPD def2/J DEFGRID3
* xyz 0 1
C -0.8830 -1.4374 0.0642
C 0.3864 -0.8251 -0.1103
C 2.5925 -0.6388 -0.0016
C 2.1055 0.6746 0.3223
C 0.7029 0.6983 0.1272
H -3.2295 -1.4607 0.6017
H -1.1597 -2.4548 0.2842
H 3.5812 -1.0625 0.0203
H 2.6034 1.7676 0.3407
O 1.5450 -1.5331 -0.2394
S -2.3566 -0.3897 0.0111
S -0.3672 1.9301 -0.1200
*
```

Output
SMILES = S=C1C=CO/C1=C/S
Total energy = -28964.71118 eV
HOMO-LUMO gap = 7.1 eV
E_HOMO = -8.1999 eV
Max |F| = 3.95 eV Å⁻¹
ΔE to the lowest compared entry with this formula, charge and spin = 45.0 kcal per mole
M = 144.220 g/mol